Record 1
105
Properties=species:S:1:pos:R:3 method="wB97M-V/def2-TZVPD" homo_ha="-0.3057 / -0.3051" charge=0 lumo_energy_ha="0.0056 / -0.0883" de_lowest_ev=2.076 fmax_ev_per_a=3.18 multiplicity=2 s_squared=0.753
I 1.488 -3.751 -0.646
Sr 0.268 0.527 -0.788
Br 4.584 -3.120 -2.245
Br -2.832 3.965 -2.474
Se -1.700 -1.384 0.608
Se -4.935 -0.404 -0.901
S 2.909 1.175 -1.256
P -1.446 -0.153 -3.673
P -3.614 -2.030 -0.008
F -0.111 -0.834 -2.893
F -1.706 0.768 -2.288
F -2.752 0.492 -4.313
F -2.336 -1.319 -2.990
F -1.164 -1.079 -4.932
F -0.505 1.011 -4.213
O 2.540 -0.209 -0.833
O 3.328 2.012 -0.157
N -0.184 0.758 2.367
N 0.574 2.973 -0.309
N 1.711 1.859 -2.157
N 1.862 1.043 3.431
N -2.909 2.524 -0.135
N -0.039 1.975 4.398
C 4.991 0.429 -4.587
C 2.721 2.189 3.690
C 5.582 -2.617 0.333
C 5.569 -2.581 1.715
C -1.419 2.388 4.303
C 4.210 1.069 -2.429
C -3.659 -3.333 -1.259
C -3.745 -5.349 -3.152
C -4.889 -3.793 -1.729
C -4.513 -2.743 1.406
C 5.384 1.747 -2.180
C 1.052 3.050 -1.568
C -5.712 -2.238 1.884
C -3.504 1.973 0.925
C 3.987 0.424 -3.638
C -4.931 -4.800 -2.676
C -2.480 -3.872 -1.748
C 6.204 1.077 -4.352
C -2.524 -4.887 -2.689
C -4.534 -4.407 3.144
C 4.443 -2.991 -0.366
C 0.501 1.238 3.348
C -4.847 2.123 1.216
C -3.667 3.209 -0.954
C -5.733 -3.894 3.624
C 0.413 1.737 5.759
C 0.459 5.350 -1.710
C 4.414 -2.930 2.402
C 0.026 5.286 -0.393
C -3.923 -3.832 2.046
C 0.084 4.067 0.254
C 7.304 1.032 -5.371
C -5.038 3.408 -0.788
C -6.318 -2.809 2.996
C 2.464 0.075 2.537
C 3.273 -3.292 0.309
C 6.379 1.742 -3.145
C 0.969 4.222 -2.313
C 3.274 -3.273 1.700
C -5.631 2.863 0.331
H -5.267 1.661 2.099
H -0.372 6.155 0.111
H 2.365 -3.524 2.231
H -6.180 -1.398 1.386
H -7.248 -2.399 3.367
H 3.122 2.580 2.749
H 7.994 0.214 -5.155
H -1.642 2.742 3.297
H -2.975 -4.224 1.695
H 6.477 -2.361 -0.217
H -0.275 3.939 1.271
H 1.341 1.174 5.749
H 0.576 2.680 6.286
H 4.833 -0.074 -5.533
H -2.122 1.582 4.559
H -1.535 -3.472 -1.399
H 2.743 0.520 1.580
H -1.591 3.214 4.995
H -5.812 -3.366 -1.353
H 7.303 2.276 -2.956
H 3.369 -0.317 3.003
H -6.690 2.999 0.508
H 1.341 4.229 -3.327
H -6.205 -4.344 4.487
H 6.907 0.874 -6.373
H -4.070 -5.254 3.633
H -5.883 -5.158 -3.045
H -5.599 3.971 -1.518
H -1.173 0.784 2.578
H 0.395 6.281 -2.259
H 5.514 2.273 -1.243
H 4.397 -2.930 3.484
H -1.604 -5.310 -3.070
H -3.777 -6.136 -3.894
H -2.867 1.368 1.559
H 2.163 2.979 4.186
H 3.560 1.899 4.328
H 3.038 -0.061 -3.828
H 7.883 1.956 -5.371
H 6.462 -2.290 2.252
H -0.335 1.160 6.315
H 1.773 -0.747 2.365

Record 2
98
Properties=species:S:1:pos:R:3 method="wB97M-V/def2-TZVPD" homo_ha=0.0015 charge=-2 lumo_energy_ha=0.0731 de_lowest_ev=2.906 fmax_ev_per_a=6.20
Rb -0.045 -2.121 0.683
S 5.621 0.316 11.407
S -2.544 -4.488 6.808
O -1.534 -0.795 -2.724
O -1.329 -4.888 6.232
O -0.080 -5.066 -0.752
O 0.757 1.092 -2.972
N -1.655 7.146 -4.333
N 0.834 -3.108 -1.504
N 1.652 -0.948 -2.721
N -3.015 5.759 -3.217
N -4.024 -2.462 6.549
N 1.444 -4.367 -4.117
N 1.681 0.060 0.082
N -3.338 2.832 -7.175
N -1.865 -2.120 5.634
C -0.686 8.044 -0.795
C 1.736 -6.461 -5.145
C -2.048 4.918 -6.528
C 4.771 -2.471 -1.466
C -2.559 6.511 -0.965
C -2.995 5.212 -5.496
C 2.541 -1.616 -1.936
C -4.690 -1.893 5.557
C -0.792 8.415 -2.115
C -6.114 -1.878 5.599
C -2.786 -2.834 6.298
C -2.653 6.153 -4.433
C 2.620 0.166 1.082
C 6.084 -1.191 10.322
C -2.435 6.506 -2.332
C 3.963 -1.460 -1.906
C -1.642 -1.254 3.371
C -1.697 7.204 -0.195
C 6.151 1.742 10.511
C 1.459 0.321 -2.340
C 2.045 -2.728 -1.183
C 2.911 -3.345 -0.254
C 3.595 1.140 1.113
C -2.338 3.713 -7.325
C -4.324 3.027 -6.144
C -1.612 7.564 -2.941
C 1.938 0.767 -0.981
C 1.137 -7.207 -4.108
C 2.303 -5.294 -4.779
C 0.410 -4.424 -1.704
C 2.715 1.978 -0.972
C -4.078 4.306 -5.267
C -2.664 -1.709 -2.800
C 4.280 -3.202 -0.352
C 3.649 2.050 0.016
C -3.893 -1.195 4.506
C -2.076 -3.094 -3.080
C 0.710 -6.411 -2.987
C 0.799 -4.992 -3.095
C -2.464 -1.505 4.542
H -6.559 -1.148 4.999
H 2.501 -4.073 0.432
H -3.310 -1.347 -3.635
H -2.186 -1.792 2.598
H 5.825 2.008 9.497
H -4.383 -0.507 3.751
H 0.186 8.268 -0.211
H 3.381 -4.827 -5.075
H 5.769 2.608 11.146
H 2.468 -0.640 1.805
H -1.336 7.734 -5.087
H -5.333 2.708 -6.602
H -1.621 7.135 0.884
H -1.070 5.292 -6.675
H -4.371 -2.652 7.512
H 5.978 -2.146 10.836
H 1.853 -6.968 -6.068
H 0.781 -8.231 -4.246
H 4.259 -0.622 -2.521
H 4.324 1.102 1.943
H -3.327 5.849 -0.581
H 0.301 -6.734 -2.052
H -0.350 9.303 -2.536
H -6.460 -2.827 5.229
H -4.094 2.225 -5.394
H -4.653 4.617 -4.384
H -2.574 -3.533 -3.930
H 7.232 1.796 10.573
H -3.265 -1.694 -1.887
H -0.661 -1.719 3.527
H 4.382 2.846 0.052
H 5.699 -2.706 -2.002
H -0.721 -1.236 -3.036
H -1.571 3.450 -8.104
H -2.147 -3.809 -2.267
H -6.307 -1.776 6.669
H 4.850 -3.590 0.510
H 5.567 -1.257 9.384
H -1.631 -0.218 2.954
H 7.098 -0.900 10.077
H -1.025 -3.053 -3.415
H 2.671 2.647 -1.847

Record 3
90
Properties=species:S:1:pos:R:3 method="wB97M-V/def2-TZVPD" homo_ha="0.0869 / 0.0869" charge=-2 lumo_energy_ha="0.1587 / 0.1588" de_lowest_ev=3.862 fmax_ev_per_a=5.55
S 1.214 -2.087 3.919
N -1.546 -0.756 -1.291
N -1.131 -1.299 -0.041
N -0.839 -2.547 -2.496
N -0.259 -0.735 -3.567
C 1.050 2.781 -1.365
C -0.037 0.589 -4.040
C 1.045 0.839 -4.957
C 1.734 1.565 -1.159
C 2.832 1.025 -1.970
C -0.396 1.731 5.804
C -2.492 1.014 -3.442
C -1.712 -3.252 2.120
C -1.151 2.605 -4.717
C 2.105 0.028 0.893
C -0.577 -2.883 -3.782
C -0.816 -0.402 4.737
C 0.393 -4.642 4.414
C -0.411 4.364 0.027
C 0.982 1.517 5.714
C -0.117 2.845 -5.615
C 0.351 -3.145 6.334
C 0.241 3.049 -0.217
C -1.175 1.418 -3.998
C -0.580 -1.210 -2.266
C -1.293 0.781 5.313
C -1.095 -2.787 -0.240
C -0.148 -4.184 7.130
C -0.343 4.087 -6.455
C -0.226 -1.795 -4.445
C -1.238 -3.429 -1.445
C 1.300 1.012 0.117
C -2.437 -2.028 2.011
C 2.207 -0.066 -5.300
C 1.312 3.765 -2.438
C -1.027 -3.592 0.962
C -0.124 -5.668 5.209
C -2.116 -1.033 1.062
C 0.596 -3.366 4.972
C 1.468 0.349 5.124
C 0.431 2.032 0.720
C 0.942 1.957 -5.796
C 0.569 -0.628 4.648
C -0.396 -5.438 6.564
C 0.051 2.070 2.156
Be -0.229 0.006 -0.484
H 2.791 0.433 -6.103
H 2.410 -0.808 0.244
H 1.549 -0.356 1.760
H -1.835 -3.926 2.979
H 0.628 -4.793 3.362
H 2.727 -0.064 -2.122
H 1.541 4.770 -2.038
H -0.677 -3.867 -4.140
H 0.900 2.409 2.781
H 0.540 -2.160 6.752
H 0.495 4.272 -7.160
H 2.538 0.143 5.030
H -0.311 -6.643 4.761
H 1.690 2.248 6.106
H -0.434 4.925 -5.728
H -1.196 -4.495 -1.579
H -1.188 4.283 0.793
H 2.951 -0.263 -4.516
H -1.491 -1.169 4.350
H 3.799 1.199 -1.463
H -1.320 4.001 -6.994
H 0.036 -1.631 -5.462
H -2.371 0.945 5.378
H -0.880 4.757 -0.880
H -2.128 0.127 -1.166
H -2.424 0.871 -2.370
H -0.798 -6.245 7.188
H -0.341 -4.004 8.190
H -0.241 1.067 2.504
H 2.143 3.454 -3.081
H -0.579 -4.587 0.850
H -0.787 2.763 2.341
H 0.430 3.878 -3.084
H -3.256 1.798 -3.525
H -1.977 3.341 -4.657
H -3.252 -1.888 2.749
H -2.809 -0.246 0.805
H 0.324 5.114 0.365
H 2.919 1.517 -2.948
H 3.035 0.468 1.286
H -0.771 2.644 6.265
H -2.935 0.131 -3.908
H 1.706 2.159 -6.578
H 1.942 -1.029 -5.763

Record 4
100
Properties=species:S:1:pos:R:3 method="wB97M-V/def2-TZVPD" homo_ha=-0.1574 charge=-1 lumo_energy_ha=0.0757 de_lowest_ev=0.114 fmax_ev_per_a=0.32
Cd 0.058 -0.239 -0.204
Cl -6.554 -2.680 0.255
Cl -5.301 -3.370 3.124
S -2.735 1.836 0.780
O 4.020 1.833 4.379
O -4.101 1.244 0.673
O 4.773 3.664 6.447
O -3.040 -1.669 -3.010
O -0.516 -3.002 3.207
N 1.762 -1.189 -2.002
N -1.054 1.223 -2.599
N 3.159 1.913 6.457
N 0.252 1.119 2.739
N -1.922 -0.953 -1.107
N -0.752 -1.803 1.226
N 1.939 -1.156 1.460
C -4.862 -2.434 0.592
C 1.372 1.410 -0.669
C 4.024 -1.301 2.615
C 1.397 1.502 3.291
C -2.131 -2.032 1.059
C -1.685 0.230 -3.215
C 2.861 -0.229 -1.921
C -0.090 -2.326 2.256
C 1.950 3.785 -0.685
C -0.616 0.455 3.500
C -4.322 -2.733 1.827
C 3.010 3.539 -1.551
C 2.150 -2.585 3.352
C -3.548 2.118 3.399
C -2.684 2.788 2.342
C -2.278 -0.913 -2.394
C 4.414 2.411 6.971
C 2.189 -2.542 -1.678
C -0.629 2.250 -4.713
C -4.055 -1.917 -0.403
C -0.528 2.202 -3.333
C 1.405 -2.014 2.323
C -4.019 3.986 -0.431
C 3.058 1.673 5.117
C -1.319 1.227 -5.355
C 1.154 2.729 -0.258
C 3.263 2.238 -1.959
C -2.692 3.253 -0.347
C -1.855 0.204 -4.599
C -2.969 -2.541 2.054
C -0.384 0.142 4.832
C -3.415 2.815 4.747
C 3.479 -2.233 3.488
C 2.461 1.186 -1.515
C -4.006 5.013 -1.559
C 1.727 1.234 4.615
C 1.174 -1.171 -3.333
C 0.813 0.537 5.397
C -2.701 -1.672 -0.192
C 3.209 -0.792 1.619
H -3.801 4.532 -2.517
H -3.237 5.773 -1.400
H 2.315 2.071 6.980
H -4.584 2.116 3.057
H 3.398 -0.191 -2.884
H 0.913 -0.151 -3.609
H -2.552 -2.811 3.008
H 5.043 -0.955 2.714
H 3.637 4.352 -1.901
H -3.745 3.855 4.688
H 1.335 -3.215 -1.752
H -4.809 3.250 -0.589
H -4.968 5.522 -1.640
H 4.082 -2.661 4.281
H -2.402 -0.621 -5.032
H 1.746 4.797 -0.350
H 2.569 -2.586 -0.659
H 1.884 -1.560 -4.082
H 4.314 2.529 8.048
H -1.870 3.894 -0.015
H 2.101 2.017 2.648
H -2.415 2.824 -1.309
H 4.882 3.522 5.495
H -0.181 3.066 -5.265
H -1.108 -0.441 5.384
H -4.017 2.316 5.508
H 0.274 -1.784 -3.355
H 5.186 1.668 6.757
H 1.051 0.270 6.420
H -1.430 1.230 -6.433
H -1.519 0.113 3.007
H -4.494 -1.672 -1.356
H -3.276 1.065 3.493
H 4.094 2.036 -2.629
H -4.245 4.480 0.518
H 0.007 2.971 -2.784
H -1.632 2.802 2.637
H -2.377 2.816 5.089
H -3.008 3.816 2.168
H 0.336 2.942 0.425
H 2.972 -2.902 -2.367
H 3.584 -0.612 -1.197
H 3.573 -0.028 0.941
H 1.651 -3.269 4.023

Record 5
91
Properties=species:S:1:pos:R:3 method="wB97M-V/def2-TZVPD" homo_ha="-0.1526 / -0.1535" charge=-1 lumo_energy_ha="0.0844 / 0.0623" de_lowest_ev=0.000 fmax_ev_per_a=0.71 multiplicity=2 s_squared=0.758
Tl 2.592 -0.362 0.782
Te -0.160 -0.646 -1.733
Te 4.680 -1.544 1.699
O -1.677 -0.775 0.894
N 2.808 1.140 -0.980
N 2.140 1.915 1.614
N 0.515 -0.945 0.358
C -2.782 -4.135 -1.204
C -0.996 3.470 1.822
C 1.404 -3.516 -1.729
C -4.037 1.599 -6.423
C 1.476 2.903 5.622
C -0.893 -1.913 -4.767
C -2.175 1.966 -1.788
C 0.400 2.661 4.782
C 0.878 -2.117 3.056
C -0.983 -2.587 -1.540
C -0.509 -1.003 1.210
C 2.831 3.271 -1.754
C 2.313 2.806 0.702
C 2.623 2.453 -0.643
C -3.367 -1.738 -1.183
C 4.415 2.412 3.282
C -2.446 -0.115 -5.507
C 0.593 2.368 3.440
C -3.071 1.700 -4.102
C 1.905 2.302 2.957
C 3.153 2.412 -2.808
C 5.015 3.772 2.930
C 1.106 -2.371 4.399
C -1.122 -0.928 3.622
C -3.173 1.052 -5.322
C -2.348 -2.825 -1.334
C 3.129 1.121 -2.281
C -0.590 2.182 2.532
C 2.762 2.841 5.119
C -0.895 -1.178 4.962
C -0.223 -1.372 2.657
C -2.270 1.203 -3.076
C -0.567 -4.950 -1.416
C 0.228 -1.894 5.354
C -0.083 -3.650 -1.561
C -1.641 -0.641 -4.506
C -1.572 0.021 -3.283
C -1.911 -5.215 -1.247
C 3.000 2.527 3.786
C -2.419 -6.618 -1.082
H -3.589 -1.249 -2.127
H -2.504 -0.630 -6.458
H -1.314 -2.743 -4.197
H -3.184 -6.850 -1.824
H -3.438 1.887 -7.288
H 1.734 -4.090 -2.597
H -2.976 2.701 -1.717
H 1.564 -2.521 2.325
H -4.586 2.478 -6.090
H -0.374 1.416 1.786
H 1.924 -3.908 -0.854
H -1.844 3.291 1.166
H -0.611 2.700 5.167
H -0.935 -2.166 -5.823
H 2.225 3.870 0.945
H -1.226 2.502 -1.727
H -3.010 -0.980 -0.479
H 6.071 3.680 2.671
H -0.183 3.863 1.215
H 1.746 -2.487 -1.869
H 1.983 -2.936 4.687
H 5.019 1.927 4.052
H -3.838 -4.315 -1.041
H -1.592 -0.812 5.704
H 0.141 -5.770 -1.436
H -1.995 -0.380 3.292
H 2.758 4.343 -1.774
H -3.626 2.616 -3.938
H -1.275 4.242 2.542
H -2.223 1.308 -0.918
H 3.608 3.011 5.772
H -1.614 -7.342 -1.190
H 4.453 1.751 2.413
H 3.330 0.192 -2.786
H 0.414 -2.078 6.404
H 1.311 3.126 6.667
H 3.374 2.678 -3.825
H -4.291 -2.162 -0.794
H 4.503 4.216 2.076
H -1.435 1.821 3.126
H 0.154 -1.827 -4.475
H -4.762 0.858 -6.762
H -2.867 -6.759 -0.098
H 4.928 4.468 3.765